w:
7
Properties=species:S:1:pos:R:3 method="wB97M-V/def2-TZVPD" smiles=[O-][N+]#CCl.C#N orbital_gap_ev=9.44 e_lumo_ha=-0.0051
C 0.2414 -1.3671 -0.0905
C -3.3349 0.3268 -0.0154
N -0.6499 -0.6425 0.0204
N -3.2121 1.4863 0.1635
O -2.8128 2.5821 0.0161
Cl -4.4123 -1.0718 0.1073
H 0.8981 -2.2171 -0.0245

x:
7
Properties=species:S:1:pos:R:3 method="wB97M-V/def2-TZVPD" smiles=[O-][N+]#CCl.C#N orbital_gap_ev=9.43 e_lumo_ha=0.0037
C 0.7271 -2.1882 -0.3477
C -0.0940 1.4258 0.3999
N 1.2265 -1.1482 -0.3924
N -1.2370 1.6964 0.2741
O -2.4077 1.3692 0.2071
Cl 1.3886 1.9571 0.4026
H 0.3965 -3.1122 -0.5435

y:
7
Properties=species:S:1:pos:R:3 method="wB97M-V/def2-TZVPD" smiles=N#CC#[N+][O-].Cl orbital_gap_ev=10.39 e_lumo_ha=-0.0083
C 1.4316 0.7342 -0.3391
C 0.7421 -0.3952 -0.1809
N 2.1861 1.5923 -0.1349
N 0.5407 -1.5400 0.0170
O 0.1049 -2.5994 0.3032
Cl -1.9147 1.4932 0.0928
H -3.0908 0.7149 0.2419

Need the numbers? Relative energies in kJ/mol: w 76.8; x 82.2; y 0.0.

w:
8
Properties=species:S:1:pos:R:3 method="wB97M-V/def2-TZVPD" smiles=NSSN orbital_gap_ev=8.88 e_lumo_ha=0.0154
N 0.6457 -1.2554 -1.4125
N -0.5943 1.1835 1.7373
S 0.0566 0.2742 -1.4686
S -1.2606 0.1799 0.4958
H 0.1884 -2.0032 -2.0727
H 1.5184 -1.3637 -1.1377
H -0.8324 2.1700 1.7838
H 0.2783 0.8147 2.0746

x:
8
Properties=species:S:1:pos:R:3 method="wB97M-V/def2-TZVPD" orbital_gap_ev="6.39 / 6.39" e_lumo_ha="-0.0626 / -0.0626"
N -1.3549 0.1165 0.0044
N 0.9659 -0.0778 -0.5326
S 1.6414 -1.4339 0.0656
S 1.5053 1.3264 0.1068
H -1.2701 -0.2728 0.9334
H -1.3760 -0.6445 -0.6711
H 1.5875 -1.2459 1.4898
H 0.6767 2.2047 -0.6394

Need the numbers? Relative energies in kJ/mol: w 0.0; x 360.5.

w:
9
Properties=species:S:1:pos:R:3 method="wB97M-V/def2-TZVPD" orbital_gap_ev=8.00 e_lumo_ha=-0.0239
C 1.8134 0.0813 0.3802
N -0.6949 -0.1442 0.0535
P 0.2719 1.0668 -0.2486
P -2.3116 -0.1354 0.0734
H 2.7592 0.1026 -0.3357
H 2.1053 0.3432 1.3698
H 1.5727 -0.9940 0.3786
H -2.7375 0.9073 -0.8306
H -2.7785 -1.2276 -0.8405

x:
9
Properties=species:S:1:pos:R:3 method="wB97M-V/def2-TZVPD" orbital_gap_ev=8.14 e_lumo_ha=-0.0272
C -0.1038 -1.0415 -0.4687
N -0.2239 1.4674 0.2687
P -0.7422 2.9073 0.7213
P -1.2515 0.0706 0.5413
H -0.4783 -1.2380 -1.5253
H 0.0786 -1.9583 0.0898
H 0.7716 -0.4939 -0.4634
H 0.2367 3.8597 -0.1274
H -0.5475 -0.2850 1.7108

Need the numbers? Relative energies in kJ/mol: w 0.0; x 22.9.

w:
104
Properties=species:S:1:pos:R:3 method="wB97M-V/def2-TZVPD" smiles=CC(C)O.CC(C)O.OCCO.OCCO.OCCO.OCCO.OCCO.OCCO.OCCO.OCCO orbital_gap_ev=10.33 e_lumo_ha=0.0133
C -1.6069 5.3255 2.0795
C -0.8880 4.3065 2.9205
O -0.7532 3.1567 2.0752
O -0.8344 5.7283 0.9506
H -1.8881 6.2138 2.5967
H -2.5219 4.8497 1.7858
H -1.6362 4.1830 3.7355
H 0.0551 4.7819 3.2495
H -0.8840 2.3537 2.5973
H -1.3964 6.3222 0.4361
C 2.3516 -3.8554 3.0501
C 3.2171 -2.6355 2.7421
O 3.5575 -2.4415 1.4095
O 1.1496 -3.6097 2.3230
H 2.1905 -3.8316 4.1271
H 2.8051 -4.7965 2.6779
H 4.0854 -2.6777 3.3750
H 2.6518 -1.8009 3.1216
H 2.6879 -2.5502 0.9468
H 1.2388 -3.9335 1.4197
C -0.1323 -1.0420 -4.4931
C 0.7257 -0.3179 -3.5076
O 0.4848 -0.8273 -2.1872
O 0.4455 -0.9287 -5.7746
H -1.1279 -0.7147 -4.4459
H -0.2027 -2.0510 -4.1612
H 0.5324 0.8005 -3.4641
H 1.7544 -0.4833 -3.7607
H -0.0684 -0.1444 -1.8242
H -0.2004 -0.5888 -6.3757
C -3.7221 0.6827 -1.7802
C -3.2938 1.6976 -2.8175
O -1.8498 1.7565 -2.8192
O -3.1246 0.8895 -0.5422
H -3.3859 -0.2465 -2.2249
H -4.7971 0.5989 -1.6000
H -3.6555 2.7021 -2.5690
H -3.5754 1.2713 -3.7523
H -1.5385 2.5793 -2.3723
H -2.1775 1.0193 -0.6610
C 2.8848 -3.5791 -1.4160
C 2.5019 -4.6642 -2.3914
O 1.4889 -4.2015 -3.3116
O 1.7398 -3.1266 -0.6621
H 3.2278 -2.7352 -2.0649
H 3.6834 -3.9582 -0.7548
H 2.0550 -5.6163 -1.9614
H 3.3476 -4.8918 -3.0088
H 0.7009 -4.2327 -2.7464
H 1.4105 -2.3044 -1.0886
C -3.5359 -2.5791 0.3526
C -4.1350 -3.7830 1.0672
O -5.4549 -4.0845 0.7859
O -4.1494 -1.3771 0.8498
H -3.5864 -2.6291 -0.7299
H -2.4843 -2.5547 0.5522
H -3.8799 -3.5776 2.1857
H -3.5592 -4.6499 0.8648
H -6.0548 -3.3878 1.1257
H -3.8961 -0.6569 0.2901
C -0.5633 -0.7135 1.0840
C 0.3283 0.3833 0.5632
O -0.3244 1.0266 -0.4668
O -0.1832 -1.0909 2.3966
H -0.6487 -1.5341 0.4002
H -1.5985 -0.2912 1.1835
H 1.2764 -0.0594 0.2237
H 0.5171 1.0312 1.3981
H -0.0219 1.9753 -0.5685
H 0.2550 -1.9623 2.2901
C 1.5554 4.0266 -0.9979
C 2.5393 3.5149 0.0237
O 2.3664 4.1713 1.3051
O 0.1895 3.6583 -0.6290
H 1.8057 3.6162 -1.9806
H 1.5868 5.1141 -1.0771
H 3.5259 3.7292 -0.2728
H 2.3165 2.4385 0.0888
H 1.4640 4.0217 1.5799
H -0.1897 4.2517 0.0442
C -3.7723 1.2344 3.2690
C -2.7576 0.7461 4.2102
C -2.9546 -0.7941 4.4456
O -1.4056 0.9928 3.8011
H -3.7414 0.6290 2.3569
H -3.5163 2.2954 2.9705
H -4.8140 1.1583 3.5774
H -2.8675 1.2539 5.2288
H -4.0154 -0.9939 4.3096
H -2.7375 -1.1315 5.4811
H -2.3372 -1.3748 3.7676
H -0.9861 0.1522 3.5391
C 4.2950 -0.0657 -3.5470
C 4.0092 0.6612 -2.1884
C 4.8659 0.1583 -1.0296
O 4.2145 2.0262 -2.2951
H 5.3153 0.2342 -3.7017
H 3.7107 0.3960 -4.3758
H 4.2801 -1.1474 -3.4727
H 2.9208 0.5252 -1.9442
H 4.4139 0.4904 -0.0986
H 5.8151 0.6477 -1.2550
H 5.0518 -0.9027 -0.9724
H 3.8399 2.3491 -3.0895

x:
104
Properties=species:S:1:pos:R:3 method="wB97M-V/def2-TZVPD" smiles=CC(C)O.CC(C)O.OCCO.OCCO.OCCO.OCCO.OCCO.OCCO.OCCO.OCCO orbital_gap_ev=9.82 e_lumo_ha=0.0089
C -2.8897 3.5967 1.3098
C -3.1905 2.4139 2.2283
C -4.2336 1.3982 1.6243
O -2.0155 1.6204 2.5231
H -3.8027 4.1409 1.0681
H -2.3769 3.3027 0.3940
H -2.1755 4.2665 1.7888
H -3.5145 2.7250 3.2214
H -5.0919 1.9281 1.2111
H -4.6120 0.6950 2.3662
H -3.8462 0.8462 0.7680
H -2.2200 0.9662 3.1952
C 3.0569 -4.2203 5.1377
C 2.7966 -2.7455 5.2925
C 1.4966 -2.4307 4.5489
O 2.6824 -2.3405 6.6129
H 3.2197 -4.4451 4.0837
H 2.3434 -4.9799 5.4572
H 4.0336 -4.5491 5.4925
H 3.6385 -2.1789 4.8945
H 1.6108 -2.4248 3.4649
H 1.0929 -1.4329 4.7208
H 0.7589 -3.2000 4.7768
H 2.0260 -2.9165 7.0114
C 3.4505 0.6440 3.2574
C 4.8861 0.8592 3.7486
O 5.1983 2.2056 3.9629
O 3.3173 1.0687 1.9111
H 2.6748 1.0582 3.9014
H 3.2237 -0.4221 3.2704
H 5.7000 0.6420 3.0570
H 5.0980 0.3060 4.6636
H 6.0768 2.1823 4.3493
H 2.3962 0.9278 1.6801
C -3.6945 0.9334 -2.5201
C -4.9012 0.1177 -2.0466
O -5.2817 -0.9507 -2.9117
O -3.6855 2.3253 -2.1411
H -3.7796 0.9905 -3.6053
H -2.7444 0.4908 -2.2209
H -5.7777 0.7577 -1.9450
H -4.6497 -0.2712 -1.0599
H -4.6218 -1.6479 -2.9051
H -2.7860 2.6608 -2.1420
C 2.3985 -2.6613 -5.1146
C 2.4464 -1.4844 -4.1090
O 1.3230 -1.4390 -3.2820
O 2.0948 -2.1954 -6.4261
H 1.7728 -3.4995 -4.8078
H 3.3579 -3.1773 -5.1510
H 2.7400 -0.5367 -4.5604
H 3.2939 -1.6071 -3.4346
H 0.7580 -0.8150 -3.7436
H 2.5352 -2.7563 -7.0687
C 0.4206 -5.1806 -0.3145
C 0.3692 -4.2111 -1.5169
O 1.6444 -3.7513 -1.9145
O -0.8635 -5.5929 0.1102
H 0.8088 -4.6277 0.5409
H 1.0754 -6.0428 -0.4404
H -0.1719 -3.3300 -1.1722
H -0.1713 -4.6550 -2.3529
H 1.4375 -3.0201 -2.5012
H -1.2016 -6.2975 -0.4473
C -0.8907 3.1076 -4.1402
C -0.5313 4.4410 -4.8618
O 0.8536 4.7735 -4.6069
O -0.8778 3.3494 -2.7051
H -0.1451 2.3650 -4.4243
H -1.8769 2.7334 -4.4151
H -1.1042 5.2225 -4.3626
H -0.6613 4.2224 -5.9217
H 1.0306 5.5520 -5.1401
H 0.0204 3.4935 -2.3985
C 0.5927 4.7219 -0.0575
C 1.8154 4.2282 -0.8072
O 1.6202 3.2146 -1.8103
O -0.2337 5.4396 -1.0040
H 0.9149 5.3628 0.7631
H -0.0140 3.9041 0.3314
H 2.5011 3.7901 -0.0821
H 2.3741 5.0226 -1.3021
H 2.4131 3.1901 -2.3510
H -0.6503 4.8017 -1.5881
C -2.9808 -2.4790 0.8348
C -1.8671 -2.7952 1.8078
O -1.5014 -1.6066 2.4893
O -2.4365 -2.0082 -0.4184
H -3.7319 -1.8017 1.2413
H -3.6259 -3.3120 0.5554
H -0.9782 -3.2311 1.3518
H -2.1997 -3.5053 2.5650
H -1.8129 -1.6798 3.3944
H -2.1665 -1.0928 -0.3149
C 0.8388 -0.2802 0.0936
C -0.0613 0.8441 -0.4610
O -1.3834 0.6309 -0.0867
O 0.7278 -0.3258 1.5158
H 1.8767 -0.1674 -0.2196
H 0.4764 -1.2085 -0.3479
H -0.0232 0.9507 -1.5451
H 0.3035 1.7565 0.0107
H -1.4766 1.0526 0.7707
H -0.0833 -0.7098 1.8566

Need the numbers? Relative energies in kJ/mol: w 0.0; x 152.4.